Record 1
{
  "formula": "C29H48Cl2NPW",
  "method": "ωB97M-V with the def2-TZVPD basis set",
  "species": ["P", "C", "C", "C", "C", "C", "C", "C", "C", "C", "C", "C", "C", "C", "C", "C", "C", "C", "C", "H", "H", "H", "H", "H", "H", "H", "H", "H", "H", "H", "H", "H", "H", "H", "H", "H", "H", "H", "H", "H", "H", "H", "H", "H", "H", "H", "H", "H", "H", "H", "H", "H", "W", "Cl", "Cl", "C", "H", "C", "C", "C", "C", "C", "C", "H", "H", "H", "H", "H", "C", "C", "C", "C", "N", "H", "H", "H", "H", "H", "H", "H", "H", "H"],
  "positions_angstrom": [[0.312, -0.672, -0.901], [1.709, -0.288, -2.181], [1.779, -1.013, -3.548], [2.987, -0.579, -4.419], [3.213, 0.940, -4.521], [3.103, 1.633, -3.168], [1.838, 1.232, -2.396], [-1.235, 0.116, -1.757], [-1.454, 0.049, -3.278], [-2.817, 0.666, -3.655], [-2.983, 2.121, -3.182], [-2.653, 2.285, -1.694], [-1.370, 1.566, -1.261], [-0.010, -2.443, -1.384], [1.182, -3.397, -1.211], [0.928, -4.591, -2.138], [-0.406, -5.294, -1.855], [-1.591, -4.353, -1.609], [-1.240, -3.124, -0.752], [2.566, -0.642, -1.577], [0.843, -0.833, -4.105], [1.837, -2.106, -3.420], [2.865, -1.003, -5.429], [3.894, -1.041, -3.996], [4.205, 1.125, -4.944], [2.495, 1.371, -5.228], [3.980, 1.387, -2.558], [3.110, 2.720, -3.299], [1.801, 1.766, -1.435], [0.963, 1.572, -2.971], [-2.023, -0.499, -1.293], [-3.612, 0.053, -3.205], [-1.408, -0.986, -3.651], [-0.659, 0.598, -3.800], [-2.953, 0.618, -4.742], [-4.017, 2.453, -3.346], [-2.342, 2.785, -3.781], [-2.557, 3.348, -1.445], [-3.497, 1.915, -1.096], [-1.296, 1.599, -0.167], [-0.507, 2.148, -1.615], [-0.222, -2.356, -2.466], [2.139, -2.919, -1.445], [1.250, -3.732, -0.163], [0.912, -4.236, -3.180], [1.750, -5.312, -2.077], [-0.277, -5.910, -0.955], [-0.655, -5.983, -2.677], [-2.424, -4.903, -1.150], [-1.962, -3.999, -2.583], [-2.109, -2.455, -0.696], [-1.017, -3.432, 0.283], [0.129, -0.452, 3.042], [-1.796, -0.983, 1.979], [2.187, -1.114, 2.373], [0.250, 1.440, 3.233], [0.992, 1.648, 4.026], [-0.749, 5.136, 1.327], [0.357, 5.055, 2.193], [0.625, 3.870, 2.866], [-0.183, 2.714, 2.650], [-1.359, 2.844, 1.864], [-1.621, 4.044, 1.200], [-0.940, 6.057, 0.777], [1.002, 5.927, 2.340], [1.489, 3.789, 3.532], [-2.040, 1.992, 1.789], [-2.505, 4.135, 0.559], [1.467, -0.857, 6.725], [0.103, -0.368, 6.248], [-0.967, -1.089, 7.055], [-0.091, 1.123, 6.498], [0.003, -0.645, 4.783], [1.610, -0.629, 7.792], [2.288, -0.382, 6.169], [1.544, -1.947, 6.588], [-0.804, -0.879, 8.125], [-1.964, -0.732, 6.779], [-0.936, -2.173, 6.903], [0.675, 1.737, 6.015], [-1.077, 1.434, 6.119], [-0.054, 1.337, 7.581]],
  "forces_ev_per_a": [[-0.266, 0.505, -1.594], [0.238, -0.277, 0.478], [-0.338, 0.085, -0.172], [-0.081, -0.099, 0.336], [-0.143, -0.341, 0.035], [-0.129, -0.134, 0.240], [-0.108, -0.025, -0.016], [0.237, -0.248, 0.561], [0.066, 0.113, 0.030], [0.057, 0.016, 0.089], [0.150, -0.175, 0.090], [-0.076, -0.147, 0.042], [0.176, 0.082, 0.105], [-0.207, 0.169, -0.113], [-0.228, -0.082, -0.129], [-0.020, 0.004, -0.332], [0.053, -0.183, 0.506], [-0.129, 0.276, -0.203], [0.068, -0.139, -0.141], [0.077, 0.312, -0.287], [0.389, -0.022, 0.114], [0.000, 0.334, -0.050], [0.014, 0.048, 0.245], [-0.137, 0.146, -0.049], [0.005, 0.013, -0.064], [-0.108, -0.035, 0.123], [0.009, -0.069, -0.003], [0.028, 0.028, -0.016], [0.029, -0.125, -0.123], [0.231, -0.047, 0.103], [-0.095, 0.322, -0.017], [0.075, 0.078, -0.038], [-0.058, 0.210, 0.085], [-0.204, -0.058, 0.063], [0.020, -0.045, 0.113], [0.114, -0.020, -0.118], [-0.002, -0.186, 0.082], [-0.037, -0.095, -0.095], [0.086, -0.097, -0.060], [0.014, -0.146, -0.320], [-0.188, -0.090, -0.007], [0.127, -0.231, 0.277], [-0.098, -0.093, -0.047], [-0.055, 0.149, -0.188], [0.086, 0.045, 0.182], [-0.068, -0.030, 0.022], [0.015, -0.022, -0.052], [0.124, 0.093, 0.171], [0.122, -0.012, -0.064], [0.050, 0.040, 0.144], [0.166, -0.140, -0.026], [0.003, 0.164, -0.238], [0.026, 1.282, 1.727], [-1.683, -0.287, -0.668], [1.497, -0.639, -0.514], [0.374, 1.833, -0.885], [-0.150, 0.005, -0.087], [0.023, 0.012, 0.165], [-0.337, -0.152, -0.107], [-0.391, -0.125, -0.395], [0.034, -0.443, 0.134], [0.348, 0.532, 0.193], [0.227, 0.025, 0.222], [-0.003, -0.187, 0.123], [-0.191, -0.267, -0.095], [-0.268, 0.000, -0.253], [0.291, 0.248, -0.024], [0.312, -0.049, 0.289], [0.443, -0.037, 0.028], [-0.096, 0.081, -1.557], [-0.331, -0.318, -0.004], [0.003, 0.494, 0.237], [-0.056, -1.729, 2.310], [-0.070, -0.045, -0.130], [-0.267, -0.111, 0.036], [-0.012, 0.322, -0.014], [-0.092, -0.077, -0.226], [0.093, -0.057, 0.011], [0.049, 0.147, -0.044], [-0.179, -0.163, 0.033], [0.371, -0.034, 0.040], [-0.021, -0.081, -0.221]],
  "gap_ha": [0.0536, 0.2127],
  "spin_multiplicity": 3,
  "total_charge": -2
}


Record 2
{
  "formula": "CH17O10V",
  "method": "ωB97M-V with the def2-TZVPD basis set",
  "species": ["O", "V", "O", "C", "O", "H", "H", "H", "O", "H", "H", "O", "H", "H", "O", "H", "H", "O", "H", "H", "O", "H", "H", "O", "H", "H", "O", "H", "H"],
  "positions_angstrom": [[-6.870, 8.233, 24.506], [-7.290, 9.566, 25.361], [-6.976, 10.923, 24.537], [-12.239, 8.140, 26.150], [-11.358, 8.935, 25.435], [-12.118, 8.312, 27.219], [-13.293, 8.347, 25.964], [-12.179, 7.089, 25.866], [-7.570, 7.716, 28.620], [-6.841, 7.572, 29.224], [-8.349, 7.483, 29.124], [-10.419, 7.843, 31.438], [-11.086, 7.175, 31.276], [-10.784, 8.642, 31.057], [-15.457, 11.434, 24.393], [-15.049, 10.697, 24.848], [-14.737, 11.854, 23.922], [-12.551, 10.330, 21.220], [-13.465, 10.045, 21.238], [-12.213, 10.109, 22.088], [-8.382, 12.090, 28.271], [-9.302, 11.885, 28.436], [-8.171, 12.777, 28.904], [-12.797, 3.009, 26.574], [-13.697, 2.686, 26.600], [-12.869, 3.940, 26.783], [-12.179, 11.942, 30.575], [-13.061, 11.831, 30.929], [-11.959, 12.855, 30.758]],
  "forces_ev_per_a": [[-0.830, 3.468, 1.986], [0.374, -0.797, -3.165], [-0.521, -2.951, 1.582], [1.176, 0.483, -0.467], [-0.163, 0.050, -0.020], [-0.008, -0.381, 0.497], [-0.502, 0.645, -0.351], [0.309, -0.526, 0.271], [0.171, 0.254, -0.481], [0.198, -0.037, 0.147], [-0.362, -0.019, 0.146], [0.322, -0.078, -0.003], [-0.172, -0.211, -0.009], [-0.107, 0.314, -0.079], [-0.276, 0.051, -0.017], [0.130, -0.200, 0.143], [0.200, 0.135, -0.132], [0.055, 0.182, -0.194], [-0.231, -0.086, -0.030], [0.188, -0.124, 0.303], [0.208, -0.224, -0.235], [-0.340, -0.105, 0.002], [0.138, 0.169, 0.117], [0.181, -0.136, -0.004], [-0.215, -0.123, -0.017], [0.039, 0.271, 0.014], [0.228, -0.195, -0.106], [-0.248, -0.065, 0.054], [0.058, 0.238, 0.047]],
  "gap_ha": 0.1400,
  "spin_multiplicity": 1
}


Record 3
{
  "formula": "C2HBrF2S",
  "method": "ωB97M-V with the def2-TZVPD basis set",
  "species": ["C", "C", "F", "F", "S", "Br", "H"],
  "positions_angstrom": [[-0.700, 1.105, -0.297], [-1.750, 0.960, 0.760], [-1.574, -0.066, 1.583], [-2.385, 1.821, 1.479], [-2.304, 0.610, -0.945], [-0.080, 2.813, -0.375], [0.667, -0.180, -0.417]],
  "forces_ev_per_a": [[0.889, -2.585, 0.892], [0.663, -2.987, -1.400], [0.206, -1.301, 0.278], [-0.311, 2.368, 0.162], [0.421, 0.146, 0.354], [1.054, 1.641, -0.713], [-2.922, 2.719, 0.428]],
  "gap_ha": [0.3178, 0.3178],
  "spin_multiplicity": 1
}


Record 4
{
  "formula": "C5H4S2",
  "method": "ωB97M-V with the def2-TZVPD basis set",
  "species": ["C", "C", "C", "C", "C", "H", "H", "H", "H", "S", "S"],
  "positions_angstrom": [[-2.094, -0.838, 0.059], [-0.761, -0.353, -0.093], [1.775, -0.327, -0.095], [1.295, 1.047, -0.089], [-0.105, 1.045, 0.031], [-2.416, -1.923, 0.139], [-2.884, -0.187, 0.067], [1.860, 1.934, -0.013], [-0.740, 1.859, 0.019], [0.608, -1.590, -0.061], [3.463, -0.668, 0.036]],
  "forces_ev_per_a": [[4.773, -0.661, -0.546], [-1.551, -1.493, 1.559], [4.082, -0.284, 0.534], [-5.065, -1.755, 0.724], [2.140, -3.384, -1.562], [1.071, 1.404, -0.289], [-1.759, 1.808, 0.128], [0.890, 0.482, -0.101], [-1.015, 1.741, 0.248], [-1.040, 1.726, -0.337], [-2.526, 0.416, -0.357]],
  "gap_ha": 0.2570,
  "spin_multiplicity": 1
}


Record 5
{
  "formula": "C23H34N5PtSi2",
  "method": "ωB97M-V with the def2-TZVPD basis set",
  "species": ["Pt", "C", "N", "C", "C", "N", "C", "C", "C", "C", "C", "C", "N", "C", "N", "C", "C", "C", "C", "C", "C", "N", "H", "H", "H", "H", "H", "H", "H", "H", "H", "H", "H", "H", "H", "H", "H", "C", "Si", "C", "C", "C", "Si", "C", "C", "C", "H", "H", "H", "H", "H", "H", "H", "H", "H", "H", "H", "H", "H", "H", "H", "H", "H", "H", "H"],
  "positions_angstrom": [[0.017, 0.446, 0.418], [-2.059, -0.713, -2.104], [-1.180, -1.483, -1.253], [0.003, -2.025, -1.872], [1.109, -1.003, -1.896], [1.384, -0.117, -0.958], [2.530, 0.569, -1.367], [3.247, 1.579, -0.732], [4.377, 2.039, -1.371], [4.788, 1.510, -2.609], [4.085, 0.503, -3.236], [2.947, 0.045, -2.578], [2.021, -0.949, -2.885], [-1.594, 0.715, -2.210], [-0.939, 1.390, -1.290], [-0.793, 2.690, -1.785], [-0.195, 3.806, -1.204], [-0.247, 4.987, -1.912], [-0.872, 5.062, -3.172], [-1.461, 3.958, -3.754], [-1.404, 2.773, -3.026], [-1.898, 1.494, -3.272], [-2.150, -1.126, -3.117], [-3.056, -0.722, -1.662], [-1.692, -2.192, -0.752], [0.340, -2.885, -1.291], [-0.177, -2.372, -2.898], [2.921, 1.972, 0.223], [4.970, 2.818, -0.910], [5.682, 1.899, -3.079], [4.407, 0.092, -4.184], [2.041, -1.553, -3.690], [0.286, 3.738, -0.235], [0.195, 5.880, -1.491], [-0.896, 6.009, -3.693], [-1.938, 4.015, -4.724], [-2.424, 1.204, -4.078], [-1.767, 2.539, 2.228], [-1.586, 0.801, 2.888], [-1.649, 0.887, 4.732], [-3.011, -0.183, 2.211], [0.127, 0.077, 2.389], [0.570, -1.698, 2.768], [-0.712, -2.941, 2.244], [0.830, -1.924, 4.595], [2.155, -2.107, 1.892], [-2.608, 3.041, 2.719], [-1.965, 2.548, 1.149], [-0.868, 3.135, 2.417], [-2.545, 1.441, 5.031], [-0.776, 1.412, 5.129], [-1.686, -0.101, 5.194], [-3.949, 0.337, 2.434], [-3.080, -1.185, 2.636], [-2.931, -0.280, 1.122], [0.920, 0.712, 2.808], [-1.674, -2.788, 2.736], [-0.352, -3.936, 2.524], [-0.882, -2.946, 1.162], [-0.108, -1.801, 5.145], [1.547, -1.198, 4.989], [1.212, -2.926, 4.813], [2.044, -2.032, 0.807], [2.472, -3.125, 2.139], [2.959, -1.425, 2.189]],
  "forces_ev_per_a": [[-0.753, 1.138, 0.443], [0.307, 0.172, 0.021], [-0.484, -0.452, -0.043], [0.063, 0.365, 0.035], [0.218, -0.183, 0.066], [-0.468, -0.123, -0.101], [-0.127, 0.076, 0.536], [-0.019, 0.115, 0.044], [0.027, -0.052, -0.090], [-0.019, 0.040, 0.071], [-0.018, 0.013, 0.012], [-0.022, -0.272, -0.258], [0.208, 0.132, -0.068], [-0.202, 0.221, 0.058], [0.408, -0.514, -0.465], [0.092, -0.139, 0.449], [0.103, 0.027, 0.027], [-0.046, 0.000, -0.073], [0.034, -0.010, 0.069], [0.050, -0.037, 0.005], [-0.247, -0.118, -0.242], [0.018, 0.163, -0.080], [-0.015, -0.026, -0.040], [-0.030, 0.076, 0.003], [0.013, -0.016, 0.040], [0.053, 0.015, 0.047], [0.064, -0.018, -0.053], [-0.002, -0.032, -0.042], [-0.012, -0.003, -0.019], [-0.009, 0.002, 0.016], [-0.010, -0.004, 0.026], [-0.007, -0.025, 0.006], [-0.048, -0.006, -0.030], [0.003, -0.014, -0.024], [0.013, -0.015, 0.013], [-0.011, 0.004, 0.035], [-0.020, -0.003, 0.000], [-0.029, 0.282, -0.122], [0.139, 0.091, -0.312], [0.138, -0.071, 0.388], [-0.234, -0.193, -0.099], [1.043, -0.488, -0.871], [-0.130, 0.209, 0.381], [-0.235, -0.190, -0.202], [0.061, -0.111, 0.297], [0.345, -0.035, -0.155], [0.048, -0.033, -0.071], [0.040, 0.060, 0.074], [-0.071, -0.027, -0.034], [0.053, -0.041, -0.013], [-0.075, -0.023, 0.013], [-0.012, 0.063, -0.007], [0.047, -0.037, -0.031], [-0.021, 0.044, -0.038], [-0.039, -0.008, 0.070], [-0.177, 0.014, 0.283], [0.048, -0.057, -0.008], [-0.051, 0.032, -0.029], [0.010, 0.015, 0.069], [0.078, -0.014, 0.013], [-0.054, -0.053, -0.006], [-0.022, 0.078, 0.027], [0.029, -0.030, 0.045], [0.007, 0.078, -0.013], [-0.041, -0.057, -0.041]],
  "gap_ha": 0.2659,
  "spin_multiplicity": 1,
  "total_charge": 1
}


Calculated values (hartree) of E_tot for the records, taken in order: -2517.38975; -1744.43303; -3248.57737; -989.22014; -1868.79795.
Calculated values (eV/A) of max |F| for the records, taken in order: 2.886; 4.082; 4.015; 5.409; 1.444.